Record 1
{"formula": "C4H6O2", "method": "ωB97M-V/def2-TZVPD", "elements": ["C", "C", "C", "O", "C", "O", "H", "H", "H", "H", "H", "H"], "xyz": [[1.97042, -0.75354, 0.16126], [1.34776, -0.13546, -0.68335], [0.16759, 0.62293, -0.19914], [0.11038, 0.30829, 1.24082], [-1.20085, 0.17552, -0.69180], [-1.38134, -1.20814, -0.54905], [2.44359, -1.24983, 0.97325], [0.28858, 1.70191, -0.35174], [0.72997, 0.86566, 1.72984], [-1.90729, 0.74973, -0.07462], [-1.37807, 0.42104, -1.74300], [-1.06742, -1.43074, 0.33880]], "nbo_charge": [-0.102, -0.121, 0.016, -0.762, -0.069, -0.704, 0.228, 0.203, 0.477, 0.170, 0.189, 0.476], "orbital_gap_ev": 10.39, "charge": 0, "largest_force_ev_per_a": 1.45, "de_lowest_ev": 4.2483, "smiles": "C#C[C@H](O)CO", "e_homo_ev": -9.846, "lumo_ev": 0.540, "energy_ev": -8336.213, "multiplicity": 1}


Record 2
{"formula": "C13H18N2O14Zr", "method": "ωB97M-V/def2-TZVPD", "elements": ["Zr", "C", "C", "C", "O", "C", "C", "C", "O", "O", "O", "H", "H", "C", "C", "C", "O", "C", "C", "C", "O", "O", "O", "H", "H", "C", "O", "N", "N", "H", "H", "H", "H", "O", "H", "H", "O", "H", "H", "O", "H", "H", "O", "H", "H", "O", "H", "H"], "xyz": [[0.70979, 0.40585, -0.67578], [-3.77973, 3.45417, 0.20204], [-2.56382, 2.88624, -0.19334], [-1.96338, 1.81720, 0.75409], [-1.07556, 1.08563, 0.16984], [-2.37669, 1.68592, 2.06496], [-3.41310, 2.54612, 2.50061], [-4.26854, 3.32612, 1.50344], [-5.28584, 3.93920, 1.84700], [-3.78016, 2.47395, 3.67444], [-1.96011, 3.08336, -1.28555], [-4.24152, 4.11285, -0.52107], [-1.87943, 1.07405, 2.80255], [-0.49698, -3.13083, 1.53920], [-0.12376, -1.83287, 1.21996], [0.41278, -0.84791, 2.28162], [0.79314, 0.28300, 1.78798], [0.60897, -1.35073, 3.55659], [0.25156, -2.67138, 3.87423], [-0.39901, -3.57979, 2.86261], [-0.82269, -4.68864, 3.18880], [0.50406, -3.07377, 5.01276], [-0.03951, -1.42304, 0.00990], [-1.07362, -3.69699, 0.82052], [1.00538, -0.64749, 4.27491], [1.93125, -2.28656, -2.91059], [1.53026, -1.41691, -2.12223], [2.94185, -2.03185, -3.80923], [1.41646, -3.53143, -2.98701], [3.24196, -2.77410, -4.40984], [3.42087, -1.15963, -3.72506], [1.69257, -4.14927, -3.72356], [0.59335, -3.73114, -2.43905], [2.69151, -0.46774, 0.12978], [3.11176, -1.31641, -0.06949], [3.28406, -0.02510, 0.75370], [-1.00631, -0.24849, -2.24632], [-1.95938, -0.07626, -2.26137], [-0.80646, -0.67705, -3.08728], [2.37667, 1.19604, -1.91142], [3.28881, 1.16046, -1.59067], [2.44120, 1.12068, -2.87449], [1.66605, 2.19018, 0.38221], [1.97091, 2.10405, 1.30385], [1.94552, 3.06721, 0.08969], [0.00854, 2.27110, -1.79286], [0.43018, 2.92708, -2.36104], [-0.95386, 2.62494, -1.61004]], "nbo_charge": [2.382, -0.467, 0.405, 0.361, -0.805, -0.403, 0.428, 0.410, -0.556, -0.524, -0.721, 0.215, 0.235, -0.406, 0.371, 0.378, -0.797, -0.444, 0.410, 0.408, -0.531, -0.531, -0.790, 0.208, 0.223, 0.812, -0.719, -0.826, -0.802, 0.405, 0.401, 0.403, 0.438, -0.927, 0.525, 0.518, -0.911, 0.533, 0.492, -0.919, 0.518, 0.517, -0.925, 0.537, 0.518, -1.010, 0.478, 0.482], "orbital_gap_ev": 4.70, "charge": 0, "largest_force_ev_per_a": 6.54, "e_homo_ev": -6.836, "lumo_ev": -2.136, "energy_ev": -46700.092, "multiplicity": 1}


Record 3
{"formula": "C3H5F2NO2", "method": "ωB97M-V/def2-TZVPD", "elements": ["C", "C", "C", "N", "O", "O", "F", "F", "H", "H", "H", "H", "H"], "xyz": [[1.04359, 1.01030, -0.10994], [0.04984, 0.16703, -0.65410], [-1.29058, -0.20459, 1.05092], [0.38742, -1.13929, -0.90464], [-0.36099, -1.74456, -1.66379], [1.36327, -1.60327, -0.41231], [-2.36795, 0.49523, 0.77093], [-0.63585, 0.25291, 2.06313], [1.53593, 1.56582, -0.96950], [0.66539, 1.63870, 0.68199], [1.91112, 0.48281, 0.42880], [-0.73731, 0.36322, -1.38982], [-1.56389, -1.28432, 1.10833]], "nbo_charge": [-0.699, -0.119, 0.626, 0.479, -0.428, -0.385, -0.319, -0.302, 0.236, 0.243, 0.268, 0.253, 0.148], "orbital_gap_ev": 9.49, "charge": 0, "largest_force_ev_per_a": 5.68, "de_lowest_ev": 5.6571, "e_homo_ev": -9.928, "lumo_ev": -0.442, "energy_ev": -14206.772, "multiplicity": 1}


Record 4
{"formula": "C6H11ClOSi", "method": "ωB97M-V/def2-TZVPD", "elements": ["C", "C", "C", "C", "C", "C", "Cl", "O", "Si", "H", "H", "H", "H", "H", "H", "H", "H", "H", "H", "H"], "xyz": [[-0.74851, 1.25073, 2.39799], [-0.59538, 1.41576, 1.11330], [-0.22308, 0.32187, 0.12652], [1.23739, 0.47277, -0.31257], [1.60339, 0.86524, -1.51701], [-1.11397, 0.62837, -1.13765], [-2.79834, 0.28463, -0.75060], [-0.49843, -0.85782, 0.74641], [-0.49355, -2.41957, 0.33946], [-0.77609, 2.18767, 2.94217], [-0.80064, 0.21024, 2.72855], [-0.30398, 2.41872, 0.60640], [1.90919, 0.05220, 0.36030], [2.66249, 0.96791, -1.84596], [0.87476, 1.10793, -2.16376], [-1.23049, 1.64387, -1.41636], [-0.71607, 0.06689, -2.09185], [-0.18409, -3.02659, 1.67059], [0.51352, -2.72222, -0.57763], [-1.80234, -2.81805, -0.20931]], "nbo_charge": [-0.405, -0.178, 0.162, -0.180, -0.370, -0.416, -0.041, -0.882, 1.243, 0.218, 0.228, 0.195, 0.205, 0.213, 0.179, 0.228, 0.220, -0.196, -0.225, -0.197], "orbital_gap_ev": 10.74, "charge": 0, "largest_force_ev_per_a": 4.12, "de_lowest_ev": 1.6961, "smiles": "C=CC(C=C)(CCl)O[SiH3]", "e_homo_ev": -9.935, "lumo_ev": 0.808, "energy_ev": -28845.834, "multiplicity": 1}